1.
A molecular structure, C2H12IrN3O, computed with ωB97M-V/def2-TZVPD.

Geometry as XYZ:
```
19
Properties=species:S:1:pos:R:3
C -0.952 -0.891 -1.593
Ir -0.270 -0.150 0.066
N 1.239 0.746 -1.125
H -1.147 -1.250 0.913
H -1.213 1.168 0.081
H -1.977 -1.268 -1.452
H -0.292 -1.764 -1.752
H -0.895 -0.234 -2.473
H 2.179 0.429 -0.885
H 1.224 1.764 -1.058
H 1.090 0.523 -2.111
N 0.147 1.221 3.884
C 0.253 0.156 3.061
N 0.130 -1.048 3.663
O 0.534 0.343 1.834
H -0.213 1.089 4.819
H 0.166 2.141 3.476
H 0.174 -1.893 3.112
H -0.180 -1.080 4.632
```

For the HOMO energy (alpha / beta), the calculation gives -0.31112 / -0.53886 Eh. Its HOMO-LUMO gap (alpha / beta) is 5.5714 / 8.0034 eV. The total charge is +1. Its multiplicity is 6.

=====

2.
A molecular structure, C18H12N5OSn, computed with ωB97M-V/def2-TZVPD.

Geometry as XYZ:
```
37
Properties=species:S:1:pos:R:3
Sn 0.307 1.086 -1.393
C -3.134 0.339 -3.823
C -3.886 -0.682 -3.165
C -3.300 -1.423 -2.207
C -1.928 -1.188 -1.795
N -1.221 -0.172 -2.447
C -1.854 0.542 -3.436
N -1.395 -1.966 -0.912
C -0.350 -1.622 -0.098
N 0.227 -0.329 0.069
C 1.110 -0.344 1.194
N 1.683 0.729 1.813
C 1.642 1.940 1.376
C 1.784 3.033 2.312
C 1.801 4.316 1.910
C 1.722 4.605 0.510
C 1.605 3.579 -0.358
N 1.550 2.250 0.008
C 1.122 -1.640 1.654
C 1.776 -2.226 2.773
C 1.546 -3.536 3.055
C 0.647 -4.323 2.259
C -0.009 -3.790 1.195
C 0.222 -2.426 0.859
H -3.560 0.945 -4.610
H -4.920 -0.861 -3.436
H -3.825 -2.213 -1.687
H -1.226 1.299 -3.888
H 1.855 2.760 3.356
H 1.878 5.117 2.635
H 1.755 5.619 0.136
H 1.541 3.731 -1.429
H 2.440 -1.627 3.384
H 2.042 -3.997 3.902
H 0.483 -5.361 2.524
H -0.701 -4.381 0.608
O 0.570 2.219 -2.848
```

For the HOMO energy, the calculation gives -0.09215 Eh. Its HOMO-LUMO gap is 5.0585 eV. The total charge is -1.

=====

3.
A molecular structure, C33H33AsCl2CoNO4PS, computed with ωB97M-V/def2-TZVPD.

Geometry as XYZ:
```
77
Properties=species:S:1:pos:R:3
Co -0.081 0.009 -0.185
Cl -1.174 1.976 4.144
C -1.682 2.454 2.570
C -2.539 3.561 2.420
C -2.974 3.969 1.191
Cl -4.025 5.335 1.053
C -2.567 3.281 0.021
C -2.918 3.608 -1.307
C -2.421 2.861 -2.342
C -1.577 1.774 -2.073
N -1.260 1.437 -0.844
C -1.723 2.174 0.201
C -1.251 1.735 1.472
O -0.479 0.677 1.516
H -2.855 4.092 3.308
H -3.570 4.450 -1.492
H -2.664 3.095 -3.368
H -1.156 1.176 -2.873
S 1.281 -1.625 -0.146
C 0.424 -3.151 0.179
C 1.165 -4.285 0.488
C 0.504 -5.466 0.791
C -0.882 -5.526 0.788
C -1.624 -4.399 0.466
C -0.969 -3.218 0.153
As -1.793 -1.563 -0.349
C -3.482 -1.362 0.551
C -4.649 -1.937 0.052
C -5.839 -1.801 0.749
C -5.864 -1.099 1.947
C -4.700 -0.542 2.455
C -3.506 -0.677 1.763
C -2.187 -1.721 -2.230
C -1.370 -2.517 -3.028
C -1.588 -2.575 -4.396
C -2.616 -1.837 -4.969
C -3.427 -1.040 -4.173
C -3.213 -0.977 -2.804
H 2.246 -4.241 0.508
H 1.080 -6.346 1.045
H -1.383 -6.451 1.037
H -2.707 -4.439 0.462
H -4.635 -2.481 -0.886
H -6.745 -2.244 0.360
H -6.795 -0.994 2.489
H -4.717 -0.008 3.396
H -2.594 -0.273 2.179
H -0.569 -3.098 -2.584
H -0.961 -3.203 -5.014
H -2.789 -1.889 -6.035
H -4.232 -0.469 -4.617
H -3.854 -0.357 -2.188
C 4.297 -0.073 1.670
C 3.169 0.899 1.446
O 3.047 1.132 0.009
P 1.600 1.415 -0.595
O 1.918 1.595 -2.141
C 2.660 0.603 -2.909
C 4.044 1.127 -3.202
O 1.176 2.871 -0.156
C 2.048 4.028 -0.301
C 1.798 4.945 0.869
H 4.519 -0.127 2.736
H 5.195 0.258 1.151
H 4.028 -1.069 1.319
H 3.371 1.867 1.907
H 2.216 0.521 1.824
H 2.079 0.450 -3.817
H 2.693 -0.336 -2.354
H 3.998 2.051 -3.775
H 4.594 0.388 -3.786
H 4.589 1.305 -2.276
H 1.795 4.497 -1.251
H 3.083 3.687 -0.342
H 0.744 5.220 0.919
H 2.384 5.857 0.753
H 2.080 4.470 1.807
```

For the HOMO energy (alpha / beta), the calculation gives -0.37772 / -0.37776 Eh. Its HOMO-LUMO gap (alpha / beta) is 6.6481 / 6.3490 eV. The total charge is +1.

=====

4.
A molecular structure, C20H48FeN5SSb, computed with ωB97M-V/def2-TZVPD.

Geometry as XYZ:
```
76
Properties=species:S:1:pos:R:3
Fe 1.403 -0.419 0.152
C 4.320 -1.416 0.536
C 4.136 -1.657 -0.967
N 2.715 -1.576 -1.350
C 2.471 -0.930 -2.644
C 2.792 0.578 -2.586
N 2.654 1.120 -1.224
C 3.922 1.487 -0.560
C 3.963 1.032 0.896
N 3.459 -0.343 1.073
H 5.375 -1.207 0.737
H 4.045 -2.330 1.063
H 4.556 -2.635 -1.204
H 4.698 -0.934 -1.554
H 2.326 -2.512 -1.376
H 1.416 -1.070 -2.883
H 3.058 -1.385 -3.448
H 2.112 1.095 -3.263
H 3.799 0.760 -2.963
H 2.055 1.932 -1.242
H 4.082 2.567 -0.579
H 4.752 1.041 -1.102
H 3.333 1.683 1.506
H 4.992 1.125 1.258
H 3.392 -0.501 2.072
C -3.100 -0.062 -0.139
C -2.545 0.914 0.892
C -2.452 0.303 2.286
Sb -0.587 1.663 0.275
C -0.316 3.251 1.781
C 0.956 4.044 1.496
C -1.539 4.143 1.915
C -1.165 2.670 -1.613
C -2.545 3.309 -1.550
C -0.107 3.677 -2.052
H -4.141 -0.303 0.094
H -2.529 -0.991 -0.135
H -3.075 0.352 -1.149
H -3.180 1.801 0.925
H -1.808 -0.580 2.278
H -3.444 0.003 2.632
H -2.052 1.012 3.013
H -0.181 2.681 2.704
H 0.827 4.708 0.641
H 1.814 3.394 1.302
H 1.204 4.669 2.357
H -1.700 4.740 1.018
H -1.388 4.838 2.744
H -2.446 3.576 2.126
H -1.189 1.840 -2.324
H -2.552 4.190 -0.910
H -3.315 2.620 -1.203
H -2.825 3.638 -2.554
H -0.077 4.537 -1.384
H -0.348 4.051 -3.050
H 0.896 3.247 -2.106
C -1.478 -2.767 -1.895
N -1.849 -3.473 -0.676
C -2.635 -4.684 -0.915
C -1.345 -3.178 0.524
S 0.091 -2.218 0.679
N -1.942 -3.627 1.630
C -3.382 -3.856 1.716
C -1.242 -3.755 2.908
H -2.361 -2.675 -2.527
H -0.713 -3.323 -2.442
H -1.104 -1.776 -1.663
H -2.257 -5.163 -1.817
H -3.692 -4.461 -1.066
H -2.524 -5.383 -0.092
H -3.897 -3.414 0.868
H -3.745 -3.372 2.623
H -3.626 -4.917 1.780
H -0.173 -3.830 2.751
H -1.590 -4.663 3.399
H -1.451 -2.904 3.559
```

For the HOMO energy (alpha / beta), the calculation gives -0.50323 / -0.51949 Eh. Its HOMO-LUMO gap (alpha / beta) is 8.9765 / 8.3542 eV. The total charge is +2. Its multiplicity is 5.

=====

5.
A molecular structure, C14H16N6O4STl, computed with ωB97M-V/def2-TZVPD.

Geometry as XYZ:
```
42
Properties=species:S:1:pos:R:3
Tl 0.154 -0.518 -2.150
O -0.584 -3.511 2.233
C -0.337 -2.585 1.325
O 0.795 -2.227 0.997
C -1.595 -2.134 0.657
C -2.744 -2.903 0.969
C -3.888 -2.458 0.330
C -3.890 -1.244 -0.400
C -2.718 -0.496 -0.526
N -1.629 -0.940 0.055
C -2.645 0.831 -1.355
O -3.453 1.655 -0.949
O -1.876 0.779 -2.380
H 0.207 -3.588 2.855
H -2.596 -3.730 1.621
H -4.824 -3.053 0.481
H -4.804 -0.852 -0.787
C -0.243 3.638 -0.316
N 0.970 3.351 0.506
C 1.605 4.513 1.132
C 1.879 2.343 0.033
S 2.640 2.508 -1.463
N 2.061 1.380 0.915
C 3.100 0.406 0.838
C 1.062 1.067 1.921
H -1.007 3.986 0.423
H -0.510 2.694 -0.777
H -0.124 4.351 -1.095
H 1.792 5.208 0.329
H 2.537 4.160 1.601
H 0.906 4.882 1.933
H 3.816 0.868 0.137
H 2.693 -0.567 0.569
H 3.522 0.375 1.839
H 0.487 1.948 2.248
H 1.447 0.587 2.812
H 0.297 0.408 1.494
N -0.217 -2.957 -2.756
C 0.770 -3.390 -3.239
N 1.968 -3.792 -3.579
C 2.273 -5.000 -4.009
N 2.702 -5.993 -4.474
```

For the HOMO energy, the calculation gives -0.19893 Eh. Its HOMO-LUMO gap is 7.4561 eV. The total charge is -1.

=====

For reference, max |F| by record: 3.8; 1.2; 0.5; 1.6; 3.5 eV Å⁻¹.
For reference, total energy by record: -11610.64412; -34190.01288; -188069.00214; -80716.06714; -47438.29634 eV.